The following is a DFT calculation (ωB97M-V with the def2-TZVPD basis set) of 2 unconnected molecules or ions with the total composition C9H16N2O2 in a non-equilibrium geometry.

SMILES: O=c1cc[nH]c(=O)[nH]1.CCCCC
E_tot: -612.5464 Eh
Relative energy (zero: lowest compared OMol25 entry of this formula, charge and spin): 103.5 kJ/mol
Kohn-Sham gap: 0.367 hartree

The geometry in XYZ format:
```
29
Properties=species:S:1:pos:R:3:forces:R:3
O -0.3060 -3.1886 -1.5046 0.5 0.4 0.2
C 0.1503 -2.0703 -1.5939 -0.7 1.6 -0.9
C -0.4684 -0.9526 -2.3991 0.7 -0.4 0.5
C 0.1224 0.2863 -2.4154 -2.7 -1.2 -1.0
N 1.2315 0.5426 -1.7041 0.9 0.3 0.8
C 1.8680 -0.3614 -0.8230 -1.0 0.5 -1.9
O 2.8179 0.0144 -0.1843 -0.2 -0.9 0.4
N 1.3093 -1.6488 -0.9200 0.7 1.1 0.3
H -1.4192 -1.2606 -2.8506 0.6 0.6 -0.1
H -0.3645 1.1592 -2.9509 0.9 -1.3 0.7
H 1.4434 1.5148 -1.5363 0.4 -0.1 0.0
H 1.7521 -2.2827 -0.3014 0.3 -0.9 0.5
C -0.7845 2.6017 -0.1475 -1.2 0.7 -1.3
C -0.0626 1.8672 0.9220 0.2 0.0 1.4
C -0.6994 0.4713 1.0605 1.5 -0.8 1.4
C 0.0958 -0.4923 1.9911 -0.4 -0.4 0.1
C -0.6447 -1.8383 1.9727 -1.0 -0.3 -1.0
H -0.6488 2.0716 -1.0979 0.0 0.4 0.1
H -1.9158 2.4772 0.0245 1.6 0.9 -0.1
H -0.4095 3.6576 -0.2849 -0.9 -0.9 0.2
H -0.2724 2.4114 1.8589 0.2 -0.3 -0.1
H 1.0691 1.9358 0.8364 -1.3 -0.6 -0.2
H -1.7025 0.4918 1.5131 0.1 0.5 -0.3
H -0.8028 -0.0764 0.1278 -0.1 0.3 -0.4
H 0.1762 -0.0865 3.0050 -0.2 0.0 0.0
H 1.1287 -0.6398 1.6791 0.0 0.2 -0.2
H -0.6749 -2.2209 0.9157 -0.1 0.4 0.9
H -0.2759 -2.6957 2.5415 0.3 0.5 0.3
H -1.7129 -1.6882 2.2656 0.7 -0.1 -0.1
```
Positions in Å, forces in eV/Å.



The following is a DFT calculation (ωB97M-V with the def2-TZVPD basis set) of a gas-phase ion, C5H12NS2 (charge +1) in a non-equilibrium geometry.

Charge: +1
E_tot: -1048.5530 Eh
Relative energy (zero: lowest compared OMol25 entry of this formula, charge and spin): 153.8 kJ/mol
Kohn-Sham gap: 0.338 hartree

The geometry in XYZ format:
```
20
Properties=species:S:1:pos:R:3:forces:R:3
C -1.3671 -1.7856 -0.9102 -0.8 2.0 0.8
C -1.7325 -2.3546 0.4839 0.7 -0.3 0.5
C 0.4030 0.5640 -0.6329 -1.4 1.3 1.3
C 2.0605 2.3917 -0.3052 0.8 0.0 3.1
C 1.7068 1.1129 -0.9969 0.8 1.0 -0.2
N -0.4410 1.2951 0.0868 0.3 -1.4 -0.7
S 0.3260 -1.0582 -1.1089 -0.7 -1.0 0.0
S -1.8278 -0.9956 1.7817 0.3 -1.9 0.2
H -1.4713 -2.5852 -1.6277 0.3 0.0 -0.5
H -2.0558 -0.9111 -1.2389 0.8 -1.7 0.7
H -2.6617 -2.9056 0.3578 -0.6 0.6 0.1
H -1.1037 -3.2050 0.9009 0.0 1.4 -0.8
H 1.4920 3.2322 -0.6829 -1.1 0.0 0.7
H 3.0192 2.8244 -0.5568 0.8 -0.8 -0.1
H 2.0939 2.1611 0.8559 -0.4 1.3 -2.2
H 2.3410 0.2690 -0.7212 0.8 0.4 -0.7
H 1.7519 1.4690 -2.0104 0.0 -1.2 -1.1
H -1.0585 -1.6608 2.7255 -0.6 0.7 -0.8
H -1.0343 0.8324 0.7256 -1.4 -1.5 0.2
H -0.3373 2.1891 0.5102 1.4 1.2 -0.7
```
Positions in Å, forces in eV/Å.



The following is a DFT calculation (ωB97M-V with the def2-TZVPD basis set) of C2H5FN2 in the gas phase in a non-equilibrium geometry.

SMILES: [H]/N=C(/N)CF
E_tot: -288.5603 Eh
Relative energy (zero: lowest compared OMol25 entry of this formula, charge and spin): 22.3 kJ/mol
Kohn-Sham gap: 0.378 hartree

The geometry in XYZ format:
```
10
Properties=species:S:1:pos:R:3:forces:R:3
H -1.5132 -1.1409 -1.1378 0.3 -0.1 0.0
N -0.5558 -1.3883 -0.8736 -1.0 -0.4 0.6
C -0.0821 -0.5205 -0.0765 1.3 1.5 -1.3
N 1.2340 -0.5746 0.2936 0.4 0.6 1.3
C -0.5730 0.9038 0.1388 -2.3 -1.2 2.8
F 0.3261 1.7265 -0.3639 1.6 1.9 -1.2
H 1.7141 -1.4251 0.1907 0.5 -1.0 -0.3
H 1.7308 0.1398 0.8398 -0.9 -0.6 -0.5
H -1.5652 1.1076 -0.2320 -0.3 -0.2 -0.9
H -0.7157 1.1717 1.2209 0.5 -0.5 -0.5
```
Positions in Å, forces in eV/Å.



The following is a DFT calculation (ωB97M-V with the def2-TZVPD basis set) of a molecular structure, C6H6 in a non-equilibrium geometry.

E_tot: -231.9762 Eh
Relative energy (zero: lowest compared OMol25 entry of this formula, charge and spin): 656.6 kJ/mol
Kohn-Sham gap: 0.307 hartree

The geometry in XYZ format:
```
12
Properties=species:S:1:pos:R:3:forces:R:3
C 0.6997 -1.4368 -0.2116 0.0 -0.2 -0.1
C 0.0511 -0.0814 -0.1033 -0.5 -0.3 -0.6
C 0.3485 0.9324 -1.0563 0.0 0.2 -0.5
C 0.6003 1.7427 -1.9154 -0.1 -0.2 0.2
C -0.9498 0.1248 0.7807 0.0 -0.4 -0.9
C -1.4774 0.4596 1.8958 1.3 0.1 -0.5
H 0.2219 -1.9992 -1.0191 0.2 -0.1 0.0
H 1.7660 -1.3501 -0.4423 -0.2 0.0 0.0
H 0.5856 -2.0076 0.7161 0.0 0.1 -0.1
H -0.1684 0.6397 1.6614 -1.9 0.7 2.6
H 0.7842 2.4440 -2.6969 0.0 -0.1 0.2
H -2.4617 0.5318 2.3907 1.0 0.1 -0.3
```
Positions in Å, forces in eV/Å.